The following is a quantum chemistry calculation of 2 unconnected molecules or ions with the total composition C5H12S, from OMol25.

Atoms and positions in Å:
C -0.7808 1.9456 1.9305
C -0.0734 -0.7806 1.4284
C 2.0377 -1.7905 -0.5786
C -1.4089 1.2683 -0.8461
C 0.6073 -1.4797 -0.9893
S -0.5159 0.7627 0.7949
H -0.8221 2.9172 1.4308
H -1.5265 1.8758 2.7650
H -0.9121 -1.4585 1.3017
H 1.9050 -2.8273 -0.1953
H 2.6731 -2.0289 -1.4685
H 2.3206 -1.0319 0.0139
H -2.0849 0.6153 -1.4005
H -2.0127 2.1780 -0.4004
H -0.6418 1.5958 -1.4369
H -0.0402 -2.3319 -1.1178
H 0.4611 -0.5554 -1.5711
H 0.8146 1.1261 0.3395

- HOMO level (alpha / beta): -7.6971 / -7.7018 eV
- Energy above the lowest of the compared OMol25 structures with the same formula, charge and spin: 10.210 eV
- Net charge: 0
- Energy: -595.5068 Ha
- HOMO-LUMO gap (alpha / beta): 7.6 / 8.0 eV
- Molar mass: 104.22 g mol⁻¹

Atomic partial charges in e from the natural (NBO) method, atoms 1 to 6: C -1.03; C -0.62; C -0.67; C -0.79; C -0.30; S 1.05

The following is a quantum chemistry calculation of a molecular structure, C42H58MgN8O5, from OMol25.

Atoms and positions in Å:
Mg 0.5814 -0.1529 0.2114
C 1.3985 -3.3811 -0.9774
C 2.4911 -2.8390 -0.2474
C 2.6021 -1.4638 -0.6235
C 1.5048 -1.2115 -1.5478
C 0.8315 -2.4253 -1.8104
C -0.0648 -2.7205 -3.0085
C -1.1821 -1.6975 -3.2205
C 0.8349 -2.6771 -4.2554
C -0.6763 -4.1185 -2.9074
C 3.8429 -0.5175 -0.6255
C 4.1573 0.2081 0.6930
C 3.6755 0.5898 -1.6817
C 5.0762 -1.3097 -1.0790
C 3.3046 -3.8326 0.6212
C 2.3426 -4.6635 1.4945
C 4.3738 -3.2613 1.5825
C 4.0120 -4.8116 -0.3319
H 1.0833 -4.4132 -0.9233
H 1.5128 -0.3878 -2.2494
H -0.7916 -0.6802 -3.1683
H -1.9778 -1.8049 -2.4845
H -1.6391 -1.8350 -4.2046
H 1.2048 -1.6658 -4.4380
H 0.2791 -2.9993 -5.1410
H 1.6990 -3.3316 -4.1258
H -1.2795 -4.2283 -2.0013
H 0.0921 -4.8932 -2.8943
H -1.3266 -4.3061 -3.7655
H 3.3560 0.8850 0.9897
H 5.0568 0.8171 0.5646
H 4.3485 -0.4634 1.5286
H 2.8269 1.2463 -1.4883
H 3.5634 0.1670 -2.6811
H 4.5715 1.2153 -1.6783
H 5.4020 -2.0405 -0.3484
H 5.9114 -0.6252 -1.2545
H 4.8646 -1.8362 -2.0122
H 1.8341 -4.0372 2.2307
H 2.9097 -5.4185 2.0450
H 1.5817 -5.1748 0.9063
H 4.2740 -2.1979 1.7634
H 5.3848 -3.4262 1.2111
H 4.3186 -3.7652 2.5508
H 3.2944 -5.3221 -0.9749
H 4.5635 -5.5666 0.2369
H 4.7200 -4.2822 -0.9722
O 0.1154 5.0666 5.6733
C 0.1145 3.8079 6.2947
N 0.5054 2.7917 5.3241
C 0.8328 1.5486 5.7424
O 0.7682 1.2228 6.9169
C 1.2747 0.5745 4.6909
C 2.0879 -0.4902 5.0539
C 2.4911 -1.3753 4.0722
C 2.0606 -1.1671 2.7715
N 1.2619 -0.1592 2.4149
C 0.8758 0.6876 3.3722
H -0.6463 5.1295 5.0877
H -0.8600 3.5638 6.7216
H 0.8471 3.8315 7.0986
H 0.7127 3.0998 4.3880
H 2.3833 -0.6009 6.0891
H 3.1328 -2.2173 4.2935
H 2.3551 -1.8287 1.9690
H 0.1890 1.4689 3.0681
C -1.7942 -2.3209 0.2636
C -3.0046 -3.1668 0.7300
N -3.2393 -2.9710 2.1592
C -2.0334 -3.3581 2.8921
C -0.8138 -2.5138 2.4371
N -1.2100 -1.5574 1.3878
C -2.2788 -0.6924 1.9353
C -3.4883 -1.5500 2.3889
H -2.0872 -1.5972 -0.4970
H -1.0062 -2.9353 -0.1652
H -2.8256 -4.2283 0.5481
H -3.9131 -2.8929 0.1903
H -1.8524 -4.4213 2.7259
H -2.2235 -3.2206 3.9579
H -0.0240 -3.1418 2.0248
H -0.3952 -1.9509 3.2721
H -2.5624 0.0333 1.1743
H -1.8556 -0.1303 2.7694
H -4.3887 -1.2696 1.8395
H -3.6938 -1.4012 3.4505
O -0.6860 1.3544 0.8881
N 0.2374 2.2386 0.7644
O 0.1540 3.3398 1.2131
O 1.2667 1.7991 0.1384
N -4.7174 4.7960 -3.3282
C -5.1047 6.0663 -3.7179
C -6.3480 6.6217 -4.0143
C -6.3559 7.9540 -4.3751
C -5.1684 8.7073 -4.4411
C -3.9462 8.1422 -4.1459
C -3.9200 6.7962 -3.7791
N -2.8355 5.9930 -3.4402
C -3.3563 4.8277 -3.1847
C -2.5659 3.6473 -2.7786
C -1.1815 3.7188 -2.8286
C -0.4439 2.6133 -2.4424
N -0.9851 1.4693 -2.0192
C -2.3149 1.4122 -1.9769
C -3.1410 2.4618 -2.3408
H -5.3134 3.9973 -3.2130
H -7.2638 6.0478 -3.9656
H -7.2972 8.4319 -4.6129
H -5.2213 9.7487 -4.7291
H -3.0289 8.7136 -4.1949
H -0.6969 4.6264 -3.1588
H 0.6397 2.6483 -2.4627
H -2.7479 0.4781 -1.6318
H -4.2134 2.3370 -2.2571

- HOMO level: -7.0704 eV
- Energy above the lowest of the compared OMol25 structures with the same formula, charge and spin: 0.181 eV
- Net charge: 0
- Energy: -2649.5711 Ha
- HOMO-LUMO gap: 7.0 eV
- Molar mass: 779.28 g mol⁻¹

Atomic partial charges in e from the Löwdin method, atoms 1 to 6: Mg 0.76; C -0.06; C -0.15; C -0.17; C -0.15; C -0.24

The following is a quantum chemistry calculation of a gas-phase ion, C9H14NO2 (charge +1), from OMol25.

Atoms and positions in Å:
C -0.9882 -3.1951 1.1492
C -0.4580 -2.2158 0.3646
C -2.1959 -2.6917 1.6446
C -1.3852 -1.1577 0.2672
C 0.6047 0.2524 -1.5125
C 1.1500 1.1497 -0.3776
C -1.5567 -0.0219 -0.5131
C 2.6757 1.0390 -0.2486
C -2.8180 0.8138 -0.4178
N 0.4466 0.8736 0.9076
O -2.4256 -1.4949 1.0913
O -0.8043 0.4384 -1.4636
H -0.5734 -4.2094 1.4368
H 0.5573 -2.2965 -0.1316
H -2.8158 -3.1910 2.2970
H 0.8102 0.6623 -2.4283
H 0.9242 -0.8023 -1.6178
H 1.0041 2.1862 -0.6100
H 3.1407 2.0060 0.0848
H 3.0968 0.6091 -1.0958
H 2.9511 0.3788 0.5725
H -3.0495 1.2681 -1.4047
H -2.6894 1.7182 0.1506
H -3.7448 0.4353 -0.1041
H 0.9581 0.0042 1.2524
H 0.5034 1.5325 1.6336

- HOMO level: -12.8971 eV
- Energy above the lowest of the compared OMol25 structures with the same formula, charge and spin: 1.079 eV
- Net charge: +1
- Energy: -556.2468 Ha
- HOMO-LUMO gap: 8.0 eV
- Molar mass: 168.22 g mol⁻¹

Atomic partial charges in e from the natural (NBO) method, atoms 1 to 6: C -0.31; C -0.15; C 0.23; C 0.08; C -0.09; C -0.08

The following is a quantum chemistry calculation of a molecular structure, C29H45BGdO2P2, from OMol25.

Atoms and positions in Å:
Gd 1.1225 1.7018 0.0813
C 2.5244 0.7071 -1.6863
C 1.6722 1.7034 -2.2585
C 3.1652 2.7671 -0.8514
C 3.4986 1.3830 -0.9049
C 2.0651 2.9822 -1.7356
C 2.5304 -0.7675 -1.8731
H 1.8856 -1.0682 -2.7196
H 2.1782 -1.2465 -0.9171
H 3.5700 -1.1049 -2.0602
C 4.7744 0.7848 -0.4665
H 5.3267 0.3563 -1.3109
H 4.6350 -0.0224 0.2505
H 5.4423 1.5127 -0.0069
C 3.9535 3.7965 -0.1246
H 5.0326 3.6420 -0.2825
H 3.7571 3.7445 0.9583
H 3.6750 4.8017 -0.4639
C 1.4917 4.3065 -2.0897
H 2.2864 5.0646 -2.1096
H 0.7172 4.6358 -1.3795
H 1.0326 4.2625 -3.0822
C 0.5063 1.4616 -3.1275
H 0.3148 2.3219 -3.7729
H -0.4312 1.2711 -2.5773
H 0.6885 0.6006 -3.7743
C -0.1780 -3.1260 0.1319
C 0.1795 -3.0513 -1.1547
C -0.5117 -2.1189 -2.1207
C -2.0454 -2.2012 -2.0847
C -2.8918 -1.1953 -1.3128
C -2.1885 -0.1420 -0.4957
C -1.0181 -0.6937 0.3999
C -1.1897 -2.1949 0.7061
H -0.1493 -2.3630 -3.1297
H -2.3053 -3.2345 -1.8168
H -0.1998 -1.0790 -2.0065
H -2.2092 -2.5721 0.4469
H 0.2675 -3.8515 0.8396
H 0.9899 -3.6659 -1.5609
H -1.1613 -2.3079 1.7916
H -0.0243 -0.5599 -0.1073
H -1.8107 0.6961 -1.1191
H -0.9871 -0.1459 1.3726
H -2.3352 -2.1207 -3.1436
H -3.5055 -0.6700 -2.0714
P -4.1380 -2.0927 -0.0230
C -4.8823 -3.4470 1.1305
C -5.5417 -2.1590 -1.2008
P -3.4116 0.7521 0.4883
C -4.3716 -0.6894 1.1180
C -4.6491 1.5149 -0.5856
C -2.8304 1.8488 1.7158
H -4.7490 -3.2043 2.1969
H -4.4425 -4.4366 0.9321
H -5.9702 -3.5329 0.9579
H -6.4629 -2.4594 -0.6865
H -5.2963 -2.9253 -1.9513
H -5.6650 -1.1821 -1.6750
H -3.6084 1.9494 2.4850
H -2.6381 2.8193 1.2438
H -1.9138 1.4649 2.1747
H -4.0686 -0.9465 2.1509
H -5.4504 -0.4540 1.1367
H -4.4120 2.5848 -0.6991
H -5.6406 1.4323 -0.1046
H -4.7053 1.0513 -1.5851
O 2.3356 0.7343 1.8017
B 2.0519 -0.5403 1.1215
O 2.7179 -1.4783 1.8987
C 3.3993 -0.8736 2.9185
C 4.2588 -1.4257 3.8429
C 4.9568 -0.5514 4.6900
C 4.7820 0.8424 4.5966
C 3.8835 1.3939 3.6659
C 3.2094 0.5027 2.8509
H 4.4081 -2.5109 3.8604
H 5.6343 -0.9622 5.4472
H 5.3410 1.5046 5.2670
H 3.7282 2.4753 3.5396

- HOMO level (alpha / beta): -8.9011 / -8.3062 eV
- <S²>: 16.80
- Multiplicity: 8
- Net charge: +1
- Energy: -2755.3613 Ha
- HOMO-LUMO gap (alpha / beta): 5.7 / 5.7 eV
- Molar mass: 655.69 g mol⁻¹

Atomic partial charges in e from the Löwdin method, atoms 1 to 6: Gd 1.51; C -0.34; C -0.37; C -0.35; C -0.31; C -0.38

The following is a quantum chemistry calculation of 13 unconnected molecules or ions with the total composition C4H36N2O13S, from OMol25.

Atoms and positions in Å:
C -0.4276 0.6634 0.4353
N 0.1440 0.5854 1.7802
C -0.1886 -0.4051 2.7395
O -0.3578 -1.6282 1.9615
C -0.0004 1.9933 -0.2651
C 1.0985 1.7716 -1.2556
S 2.2820 3.1722 -1.5631
N -1.2622 2.6170 -0.7065
H -1.4977 0.5338 0.4532
H -0.0791 -0.1961 -0.2365
H 1.1558 0.6705 1.6154
H 0.5832 -0.4286 3.5141
H -1.1237 -0.1618 3.2274
H 0.1053 -2.3977 2.2965
H 0.3112 2.6300 0.5962
H 0.9565 1.5086 -2.3200
H 1.6150 0.7913 -1.0549
H 2.6398 3.1775 -0.2712
H -1.6035 2.2238 -1.5854
H -1.2943 3.5889 -1.0520
H 3.1871 -2.6292 -1.8936
H 2.9375 -1.9236 -0.6357
O 3.6278 -2.0018 -1.3184
H -3.1588 2.5766 2.0251
H -2.7274 2.2060 0.6421
O -3.3925 1.9286 1.3463
H -3.5083 -1.0792 2.2003
H -3.5513 -0.6377 0.7084
O -3.5781 -1.3978 1.2983
H -0.8623 -2.8549 -1.0313
H -0.4234 -3.9317 -1.7477
O -0.0676 -3.0413 -1.5969
H -2.3774 -2.6484 0.7802
H -1.8834 -4.0767 0.3872
O -1.8127 -3.1479 0.1348
H 2.9948 -1.6433 2.8108
H 3.2485 -0.6496 1.6028
O 2.6412 -0.8865 2.3135
H 0.5092 -1.6334 -2.5257
H -0.4859 -2.0603 -3.4183
O 0.0401 -1.2357 -3.3578
H -2.1117 1.0357 -3.2215
H -0.8539 0.1852 -2.7488
O -1.6814 0.5754 -2.4445
H 0.9220 -1.8326 1.0429
H 1.1795 -3.2217 0.4584
O 1.5850 -2.3543 0.5490
H -1.2644 3.4835 1.8309
H -0.6436 2.2331 2.5335
O -1.0963 3.1007 2.6948
H 4.7120 -0.9879 -0.1950
H 5.0676 0.5412 0.1102
O 4.4499 -0.1832 0.2506
H -3.2546 -0.0358 -1.6293
H -3.4762 -1.3988 -0.8420
O -3.9480 -0.6196 -1.1749

- HOMO level: -9.0865 eV
- Energy above the lowest of the compared OMol25 structures with the same formula, charge and spin: 0.889 eV
- Net charge: 0
- Energy: -1659.7489 Ha
- HOMO-LUMO gap: 8.9 eV
- Molar mass: 352.40 g mol⁻¹

Atomic partial charges in e from the natural (NBO) method, atoms 1 to 6: C -0.22; N -0.68; C 0.10; O -0.76; C -0.10; C -0.55

The following is a quantum chemistry calculation of 7 unconnected molecules or ions with the total composition C6H27NO7, from OMol25.

Atoms and positions in Å:
C -0.2523 -0.4396 -1.5546
N -0.5003 -1.1185 -0.2956
C -0.0565 -2.5048 -0.0865
C 1.3494 -2.5286 0.6167
O 2.2495 -3.5671 0.1633
C 1.1735 -0.5506 -2.1770
C 1.5858 1.9242 -2.4928
C 1.9736 0.6470 -1.7334
H -0.4972 0.6387 -1.3926
H -0.9646 -0.6904 -2.3712
H -0.0982 -0.5921 0.4738
H -0.0375 -3.0492 -1.0333
H -0.7872 -2.9119 0.6247
H 1.2892 -2.7105 1.6923
H 1.8162 -1.5648 0.4028
H 2.3176 -3.5292 -0.7980
H 1.7262 -1.4548 -1.8150
H 1.1580 -0.6891 -3.2495
H 0.5140 2.2235 -2.4224
H 1.6847 1.8718 -3.5705
H 2.2157 2.7535 -2.2129
H 3.0705 0.5523 -1.6119
H 1.7554 0.8479 -0.6387
H -3.5902 -2.3580 -1.8483
H -3.2200 -0.8965 -1.8240
O -3.1037 -1.6952 -2.3526
H -0.0999 2.5748 2.3383
H -0.8911 3.9395 2.5013
O -0.2420 3.4662 1.9772
H -2.0296 0.8795 3.9175
H -1.7111 -0.4254 4.4650
O -1.3373 0.4728 4.4646
H -0.5706 3.0073 0.2655
H -0.3343 1.6538 0.0965
O -1.0880 2.2388 -0.0975
H -2.3080 1.2310 0.5795
H -2.4257 -0.2266 0.6017
O -2.8855 0.5439 0.9871
H 0.5095 0.2054 3.3368
H 1.7236 0.9306 3.3065
O 0.9184 0.9006 2.7672

- HOMO level: -8.9102 eV
- Energy above the lowest of the compared OMol25 structures with the same formula, charge and spin: 2.123 eV
- Net charge: 0
- Energy: -826.1808 Ha
- HOMO-LUMO gap: 9.1 eV
- SMILES: CCCCNCCO.O.O.O.O.O.O
- Molar mass: 225.28 g mol⁻¹

Atomic partial charges in e from the natural (NBO) method, atoms 1 to 6: C -0.25; N -0.66; C -0.25; C -0.08; O -0.72; C -0.43

The following is a quantum chemistry calculation of a single C20H29FN4O4S molecule, from OMol25.

Atoms and positions in Å:
O -1.8633 -1.2994 1.8350
C -1.6700 -1.7519 0.7213
N -0.5686 -2.5005 0.4747
C -0.1770 -3.1469 -0.7518
H -0.0206 -4.2126 -0.5454
C 1.1224 -2.5170 -1.2917
N 2.0099 -2.1820 -0.1982
C 2.7096 -0.9918 -0.1997
C 3.0564 -0.3186 0.9783
C 3.7834 0.8553 0.9437
C 4.1698 1.3760 -0.2761
C 3.8495 0.7376 -1.4595
C 3.1281 -0.4394 -1.4179
H 2.9087 -0.9460 -2.3442
H 4.1692 1.1564 -2.4007
F 4.8799 2.5250 -0.3193
H 4.0331 1.3789 1.8516
H 2.7524 -0.7003 1.9401
C 1.7754 -2.9581 0.9907
H 2.5415 -2.7475 1.7349
C 0.3793 -2.6847 1.5661
H 0.0585 -3.5148 2.2073
H 0.3648 -1.7725 2.1676
H 1.8683 -4.0171 0.7213
H 0.8765 -1.6054 -1.8424
H 1.6005 -3.2242 -1.9854
H -0.9563 -3.0642 -1.5044
C -2.6488 -1.5278 -0.4320
C -3.9446 -0.9124 0.1122
C -3.7873 0.5578 0.4926
N -3.1444 1.3300 -0.5596
S -2.0387 2.4768 -0.1338
O -1.9294 3.3609 -1.2536
O -2.4423 3.0003 1.1325
N -0.5654 1.6479 -0.0038
C -0.1515 1.3417 1.3554
H -1.0181 0.9966 1.9146
C 0.4747 2.5603 2.0334
H 0.8873 2.2911 3.0072
O 1.5548 3.0601 1.2737
C 1.1384 3.4228 -0.0232
H 2.0301 3.7856 -0.5371
C 0.5292 2.2310 -0.7636
H 0.1325 2.5521 -1.7248
H 1.2853 1.4528 -0.9084
H 0.3853 4.2233 0.0284
H -0.2964 3.3328 2.1566
H 0.5896 0.5381 1.2908
C -2.8617 0.6207 -1.7794
C -2.0189 -0.6330 -1.5267
H -1.0311 -0.3025 -1.2038
H -1.9163 -1.1782 -2.4671
H -3.8079 0.3624 -2.2645
H -2.3254 1.3196 -2.4215
H -4.7742 0.9947 0.6848
H -3.2007 0.6460 1.4063
H -4.2507 -1.4608 1.0036
H -4.7294 -1.0161 -0.6384
H -2.9053 -2.5092 -0.8465

- HOMO level: -7.9087 eV
- Energy above the lowest of the compared OMol25 structures with the same formula, charge and spin: 0.210 eV
- Net charge: 0
- Energy: -1797.5363 Ha
- HOMO-LUMO gap: 8.3 eV
- SMILES: O=C(C1CCN(S(=O)(=O)N2CCOCC2)CC1)N1CCN(c2ccc(F)cc2)CC1
- Molar mass: 440.54 g mol⁻¹

Atomic partial charges in e from the natural (NBO) method, atoms 1 to 6: O -0.65; C 0.71; N -0.45; C -0.22; H 0.19; C -0.22

The following is a quantum chemistry calculation of a single C25H21N3O5S molecule, from OMol25.

Atoms and positions in Å:
C -1.0501 -1.2794 -2.4088
H -1.0558 -0.3662 -3.0014
O -0.1393 -1.0377 -1.3555
C 0.1535 -2.0693 -0.5185
C -0.5979 -3.2264 -0.3652
C -0.2148 -4.1856 0.5577
C 0.9160 -4.0324 1.3451
C 1.6769 -2.8798 1.1859
C 1.3002 -1.9151 0.2741
N 2.0795 -0.7354 0.0826
C 1.9454 0.3227 0.9195
N 2.4876 1.4722 0.7717
C 3.2718 1.6753 -0.3334
C 3.8672 2.9253 -0.5265
C 4.6681 3.1376 -1.6252
C 4.8919 2.1202 -2.5520
C 4.3080 0.8859 -2.3773
C 3.4943 0.6488 -1.2683
C 2.8609 -0.6527 -1.0831
O 2.9652 -1.6073 -1.8191
H 4.4614 0.0801 -3.0793
H 5.5245 2.3038 -3.4072
H 5.1294 4.1032 -1.7723
H 3.6836 3.7026 0.1983
S 0.9517 0.0354 2.3554
C 0.5479 1.7526 2.7831
C -0.6979 2.3241 2.1057
O -0.9765 3.4921 2.2496
N -1.4108 1.4214 1.3905
C -2.5942 1.5923 0.6763
C -3.1326 0.4685 0.0605
C -4.3117 0.5632 -0.6693
C -4.9664 1.7883 -0.7803
C -4.4260 2.9018 -0.1640
C -3.2484 2.8173 0.5593
H -2.8308 3.6883 1.0369
H -4.9260 3.8549 -0.2466
H -5.8810 1.8558 -1.3468
C -4.8246 -0.6580 -1.3229
O -4.2164 -1.7014 -1.3922
O -6.0435 -0.5144 -1.8561
H -6.3229 -1.3453 -2.2714
H -2.6457 -0.4916 0.1495
H -1.0395 0.4753 1.3719
H 1.4125 2.3602 2.5103
H 0.4074 1.7914 3.8635
H 2.5729 -2.7317 1.7701
C 1.3333 -5.0758 2.3351
H 0.5861 -5.8610 2.4098
H 2.2785 -5.5251 2.0325
H 1.4753 -4.6312 3.3186
H -0.8173 -5.0761 0.6604
H -1.4882 -3.3799 -0.9535
H -2.0592 -1.4799 -2.0403
H -0.7118 -2.1149 -3.0274

- HOMO level: -8.4267 eV
- Energy above the lowest of the compared OMol25 structures with the same formula, charge and spin: 0.024 eV
- Net charge: 0
- Energy: -1904.0264 Ha
- HOMO-LUMO gap: 8.7 eV
- SMILES: COc1ccc(C)cc1-n1c(SCC(=O)Nc2cccc(C(=O)O)c2)nc2ccccc2c1=O
- Molar mass: 475.53 g mol⁻¹

Atomic partial charges in e from the natural (NBO) method, atoms 1 to 6: C -0.27; H 0.20; O -0.51; C 0.29; C -0.28; C -0.17